257
Properties=species:S:1:pos:R:3:forces:R:3:lowdin_charge:R:1 method="wB97M-V/def2-TZVPD" fmax_ha_per_bohr=0.0718 e_above_lowest_kcal_mol=43.1 homo_lumo_gap_ev=8.8 molar_mass_g_mol=1347.2 smiles=CC1(C)CCCC(C)(C)N1O.CC1(C)CCCC(C)(C)N1O.CC1(C)CCCC(C)(C)N1O.CC1(C)CCCC(C)(C)N1O.CC1(C)CCCC(C)(C)N1O.CC1(C)CCCC(C)(C)N1O.CC1(C)CCCC(C)(C)N1O.CC1(C)CCCC(C)(C)N1O.COC[C@H](C)N energy_ev=-113282.809 e_homo_ev=-8.37
C 12.35726 24.70966 17.74842 -2.140 0.331 -0.881 -0.034
C 13.08507 25.19939 16.47457 0.664 -0.039 -0.597 -0.466
C 12.36358 24.70156 15.17016 -0.740 1.588 0.329 -0.128
C 11.10103 25.53863 14.82127 -0.241 -0.937 -0.386 -0.186
C 11.52204 26.98791 14.68342 -0.290 1.000 0.586 -0.149
C 12.09270 27.59345 15.99895 1.382 -0.808 -0.500 -0.485
N 13.30638 26.70065 16.34463 -0.259 0.444 0.071 -0.052
O 13.91472 27.24777 17.58224 -0.165 -0.710 -1.089 -0.067
C 12.63126 29.00744 15.65652 0.926 -0.223 0.193 -0.048
C 11.12166 27.62619 17.17460 -1.028 -0.811 0.642 -0.036
C 14.50141 24.52489 16.47421 -0.387 1.008 -0.494 -0.040
H 12.42632 23.61488 17.82982 0.420 0.391 0.288 0.070
H 11.24700 24.89163 17.68444 0.854 -0.163 -0.318 0.082
H 12.58701 25.26712 18.64536 0.823 -0.236 0.244 0.072
H 13.00298 24.86787 14.30877 0.591 -0.313 0.013 0.099
H 12.13607 23.65058 15.28030 0.024 -0.350 -0.011 0.097
H 10.27993 25.29054 15.50583 0.270 0.707 0.456 0.101
H 10.61424 25.22298 13.87958 0.711 -0.114 0.007 0.101
H 10.71426 27.67418 14.36411 0.019 -0.487 0.169 0.126
H 12.29313 27.10897 13.89260 -0.260 -0.349 0.484 0.122
H 11.82017 29.72379 15.52196 -0.122 -0.131 0.060 0.076
H 13.25336 29.34860 16.50586 -0.341 0.020 -0.447 0.078
H 13.26498 29.04764 14.72553 -0.599 -0.359 0.909 0.094
H 11.62173 27.30750 18.12287 -0.368 0.810 -0.758 0.086
H 10.56783 28.56298 17.28049 0.594 0.264 0.155 0.080
H 10.27371 26.92003 17.06602 0.589 -0.034 -0.243 0.074
H 14.89052 24.70303 17.45580 0.752 0.334 0.512 0.061
H 15.17922 24.95088 15.67383 -0.821 -0.557 0.896 0.105
H 14.42782 23.43964 16.42037 -0.157 -0.061 -0.438 0.060
H 14.78906 27.55709 17.27500 -0.671 -0.327 0.089 0.104
C 23.53836 18.76895 13.96833 -0.779 0.234 -0.201 -0.041
C 23.31478 17.72993 12.87907 -0.238 -1.661 0.920 -0.478
C 22.55431 16.46465 13.45244 1.656 0.232 -0.487 -0.127
C 22.22074 15.47741 12.36564 -0.234 -0.339 -0.875 -0.178
C 21.39174 16.12858 11.24242 0.333 1.059 1.088 -0.129
C 21.91328 17.51684 10.77333 0.029 -1.866 0.082 -0.520
N 22.38214 18.35056 11.93615 0.073 -1.272 -1.534 -0.064
O 23.10637 19.38545 11.30000 -0.858 1.684 0.537 -0.078
C 22.91595 17.28068 9.67515 2.270 -2.247 -1.850 -0.070
C 20.76891 18.21569 10.08855 -0.770 1.871 1.146 -0.046
C 24.73102 17.40009 12.34170 0.246 -0.020 -1.276 -0.029
H 22.58105 19.21876 14.26826 0.196 -0.070 -0.052 0.084
H 24.16810 19.51954 13.52972 0.219 0.691 -0.017 0.068
H 24.03916 18.40800 14.84346 0.285 -0.570 0.470 0.066
H 23.17763 15.93649 14.19536 -0.050 0.455 -0.118 0.119
H 21.64181 16.73361 13.93513 -0.706 0.653 0.510 0.087
H 21.56053 14.69890 12.80186 0.776 -0.051 -0.280 0.100
H 23.17240 15.06539 11.95054 -0.812 -0.071 0.309 0.119
H 20.39145 16.33964 11.63045 -0.199 -0.362 0.079 0.100
H 21.32223 15.48257 10.37628 -0.187 -0.130 -0.159 0.113
H 23.73965 16.50883 9.81476 -1.056 0.600 0.658 0.087
H 22.47427 16.84778 8.71404 -0.068 0.917 1.285 0.113
H 23.50632 18.13774 9.40886 -0.180 0.722 -0.191 0.068
H 21.17564 18.94186 9.37074 -0.473 -0.272 -0.046 0.089
H 19.99822 17.55971 9.67226 0.461 -0.025 -0.239 0.089
H 20.27385 18.81222 10.89440 0.016 -0.270 -0.610 0.074
H 25.13598 18.25636 11.79217 -0.258 0.213 0.293 0.082
H 24.90262 16.59963 11.60000 -0.740 -0.070 0.562 0.069
H 25.42609 17.22134 13.14222 0.129 -0.158 0.630 0.075
H 22.66608 20.15722 11.72929 0.858 0.105 -0.424 0.069
C 12.40756 17.08972 13.82609 0.057 1.031 0.954 -0.019
C 11.40470 17.94192 14.66000 -0.034 -0.598 0.083 -0.476
C 10.80839 16.98712 15.74503 -0.151 0.106 -2.155 -0.151
C 9.92106 17.64355 16.74158 -0.252 0.919 2.084 -0.179
C 10.74941 18.74364 17.48765 0.472 -2.275 -1.514 -0.136
C 11.40111 19.72282 16.49709 -0.405 1.633 0.853 -0.478
N 12.09216 19.04813 15.38616 0.199 -0.156 -1.040 -0.033
O 12.50861 20.07784 14.39994 0.860 -1.082 1.045 -0.055
C 10.27744 20.75200 16.09431 0.731 -0.062 1.643 -0.006
C 12.49382 20.50161 17.30591 0.213 -1.047 0.447 -0.031
C 10.26242 18.33166 13.70590 -2.680 -0.889 0.993 -0.035
H 12.94189 17.77327 13.16543 0.183 -0.258 -0.180 0.079
H 11.89244 16.32955 13.25293 -0.205 0.016 -0.197 0.085
H 13.07863 16.56310 14.51023 0.243 0.135 -0.072 0.062
H 10.31010 16.23984 15.10951 -0.260 -0.001 0.469 0.125
H 11.57639 16.42580 16.26625 0.453 0.200 0.135 0.116
H 9.69793 16.87520 17.48776 -0.288 0.091 0.069 0.111
H 8.95658 18.08854 16.48768 0.104 -0.318 -0.855 0.109
H 11.45634 18.12635 18.03080 0.872 0.265 0.076 0.112
H 10.19921 19.23916 18.25191 -0.594 0.677 0.304 0.104
H 9.65194 20.47944 15.27830 -0.157 -0.087 -0.855 0.054
H 9.62706 20.82296 16.97058 -0.169 -0.084 -0.058 0.080
H 10.67627 21.76190 16.04621 0.155 0.042 -0.748 0.061
H 13.29114 19.74070 17.55664 -0.879 0.993 0.090 0.076
H 12.96313 21.26255 16.70193 0.132 0.291 -0.380 0.047
H 12.11635 21.01771 18.23265 0.125 -0.758 -0.841 0.101
H 10.38615 19.05084 12.91885 0.658 0.566 -0.083 0.062
H 9.34084 18.60851 14.30465 1.073 0.268 -0.541 0.084
H 9.82025 17.43519 13.19766 0.916 0.343 0.282 0.097
H 13.50011 19.98476 14.45092 -1.225 0.092 -0.125 0.081
C 11.43426 22.49884 12.21036 0.541 1.844 2.036 -0.044
C 11.71972 22.38598 10.74328 -0.338 -1.569 -0.957 -0.480
C 11.97900 23.73783 10.01780 -1.174 -0.230 0.588 -0.141
C 13.25971 24.33348 10.44947 1.672 2.571 -0.520 -0.228
C 14.44820 23.50984 10.02176 -0.034 -2.009 0.974 -0.117
C 14.27730 22.02792 10.63037 -0.250 0.971 0.005 -0.488
N 12.90746 21.46926 10.42896 -1.018 1.159 -0.168 -0.064
O 12.78053 20.15222 11.04111 0.011 1.588 -0.409 -0.025
C 15.12303 21.14829 9.77914 0.285 -1.344 0.261 -0.057
C 14.73882 22.11613 12.10435 -1.611 -0.176 -0.775 -0.013
C 10.48755 21.72659 10.07937 -0.008 -0.095 -0.131 -0.041
H 10.52951 23.09710 12.36438 -0.027 0.058 -0.182 0.089
H 12.23772 23.07658 12.75420 -0.775 -0.619 -0.490 0.067
H 11.24396 21.61945 12.84306 0.283 -0.263 -0.719 0.071
H 12.00552 23.55032 8.93511 -0.191 0.020 0.237 0.128
H 11.16115 24.47959 10.25513 0.491 -1.020 -0.314 0.142
H 13.27110 24.51868 11.53284 0.031 -0.145 -0.177 0.096
H 13.40221 25.36352 9.99417 -0.391 -0.912 0.468 0.132
H 15.42728 23.86126 10.40506 -0.608 0.028 0.046 0.124
H 14.60651 23.42459 8.94308 -0.563 0.143 -0.055 0.115
H 15.26893 20.14436 10.19040 0.181 0.185 0.232 0.086
H 14.62453 20.97091 8.84411 -0.229 0.190 -0.547 0.087
H 16.05179 21.62631 9.59450 1.199 0.208 -0.157 0.073
H 14.22051 22.95484 12.60212 0.647 -0.421 -0.001 0.070
H 14.49423 21.18374 12.58814 -0.204 -0.337 0.441 0.059
H 15.79354 22.18391 12.12170 1.185 0.492 0.183 0.063
H 10.74367 21.55297 9.05298 0.076 -0.105 -0.723 0.073
H 9.52416 22.26620 10.08639 0.653 0.302 0.333 0.092
H 10.28268 20.74964 10.49488 0.073 -0.285 0.306 0.067
H 12.49297 20.35309 11.94038 0.050 -0.280 0.481 0.037
C 14.44750 12.17633 8.34862 0.560 -0.229 1.325 -0.025
C 14.95711 12.40052 9.84273 -1.207 -0.416 -1.751 -0.525
C 14.96541 11.01301 10.47502 0.216 -0.447 -0.826 -0.147
C 15.80167 10.96985 11.73094 -1.256 0.848 1.180 -0.199
C 17.16756 11.54176 11.50234 0.414 0.330 0.087 -0.132
C 17.11232 12.99333 10.98974 -0.040 0.228 -0.320 -0.479
N 16.31047 12.93736 9.72933 0.686 -0.331 0.775 -0.085
O 16.30492 14.19500 9.07074 -0.065 -0.751 -0.471 -0.007
C 16.49600 13.93545 12.08568 -0.087 -0.679 -0.513 -0.021
C 18.52512 13.48593 10.66978 -0.035 0.487 -0.521 -0.031
C 13.90961 13.21614 10.59566 -0.085 0.624 -0.446 -0.042
H 13.60398 11.46850 8.36016 0.309 0.142 -0.017 0.081
H 15.29352 11.77488 7.75890 -0.563 0.267 0.167 0.092
H 14.08591 13.11254 7.96395 0.035 0.396 -0.458 0.065
H 13.88910 10.81280 10.67681 0.790 -0.390 -0.158 0.132
H 15.35988 10.33566 9.67946 -0.310 0.055 0.783 0.132
H 15.86695 10.01311 12.19489 0.085 -1.133 -0.056 0.103
H 15.22638 11.52896 12.51742 0.618 -0.159 -0.519 0.100
H 17.67977 10.88054 10.79711 0.082 0.334 -0.301 0.131
H 17.79393 11.51453 12.39870 -0.186 0.068 0.164 0.108
H 17.22617 14.19140 12.85746 -0.103 -0.256 0.046 0.063
H 16.09957 14.89044 11.71784 0.170 -0.161 -0.211 0.073
H 15.64436 13.38719 12.49023 0.277 0.500 0.444 0.041
H 18.99702 12.93574 9.83184 -0.395 0.243 0.373 0.099
H 18.47166 14.56942 10.39976 0.352 -0.800 0.231 0.085
H 19.15162 13.35624 11.56022 -0.061 0.183 -0.107 0.078
H 13.94507 12.97123 11.64715 0.195 0.626 0.438 0.058
H 12.90875 12.87855 10.32970 -0.051 0.071 -0.487 0.085
H 13.99859 14.29300 10.34258 -0.156 -0.529 0.548 0.098
H 16.32554 14.83875 9.76750 -0.203 0.893 0.641 0.056
C 19.10239 13.65382 17.47749 0.044 0.718 1.439 -0.024
C 18.63976 13.75000 16.05589 0.816 1.954 -1.635 -0.525
C 18.54722 12.38778 15.41068 -0.155 0.718 1.447 -0.147
C 17.39490 11.66109 15.98763 -1.072 -2.121 1.746 -0.193
C 16.10568 12.38050 15.64178 -0.500 -0.949 -0.373 -0.134
C 16.11119 13.76110 16.24284 0.696 1.539 -0.197 -0.515
N 17.38949 14.47146 15.78516 -1.565 0.042 1.520 -0.018
O 17.47434 15.68405 16.60363 -0.502 0.357 -1.011 -0.083
C 14.96679 14.57606 15.71632 -1.190 0.470 -1.044 -0.055
C 15.86366 13.78980 17.73742 0.092 -0.972 0.931 -0.037
C 19.65923 14.62300 15.27615 0.676 -0.474 -1.009 -0.034
H 18.62615 14.39709 18.13312 -0.094 -0.206 -0.331 0.085
H 20.15163 13.94722 17.52822 0.045 -0.569 0.033 0.062
H 18.93122 12.68285 17.93265 0.196 -0.147 0.014 0.080
H 18.32294 12.43550 14.37657 0.320 0.364 -1.309 0.092
H 19.45901 11.86940 15.61272 0.770 -0.409 -0.169 0.129
H 17.41833 11.44428 17.11818 0.293 0.568 -1.521 0.136
H 17.44017 10.66666 15.53926 -0.471 -0.199 0.016 0.113
H 15.17897 11.86390 15.99506 0.783 0.172 -0.094 0.137
H 16.02421 12.37734 14.53377 -0.015 0.466 0.510 0.105
H 15.21052 15.09522 14.78465 0.026 -0.304 -0.195 0.078
H 14.11127 13.90800 15.55284 0.021 0.180 -0.177 0.096
H 14.60166 15.34826 16.39576 0.239 -0.001 0.160 0.074
H 16.63239 13.31755 18.35273 -0.039 -0.012 -0.096 0.074
H 15.73472 14.81061 18.06770 0.194 0.173 0.133 0.072
H 14.91341 13.27199 17.95306 0.267 0.081 -0.144 0.101
H 19.35740 14.66703 14.20191 -0.011 0.153 0.672 0.077
H 20.61996 14.07818 15.25154 -0.063 0.376 0.223 0.091
H 19.81694 15.66745 15.63618 -0.238 -1.046 0.056 0.066
H 17.09501 16.42062 16.05142 0.438 -0.877 0.145 0.077
C 15.83187 18.66846 17.04604 -0.615 0.354 1.345 -0.037
C 16.85075 19.24017 16.05910 -1.229 -1.326 -0.690 -0.503
C 18.29217 19.08760 16.55330 -0.607 0.001 -0.492 -0.111
C 19.40216 19.21797 15.48530 -0.776 0.845 0.876 -0.159
C 19.06759 18.34381 14.31124 0.072 -0.794 0.609 -0.133
C 17.64153 18.49501 13.77295 -0.419 -0.519 0.037 -0.486
N 16.63929 18.33810 14.88602 1.248 0.786 -0.096 -0.055
O 15.31324 18.60825 14.40025 0.749 0.498 -0.363 -0.058
C 17.59215 19.72885 12.90273 0.399 -0.006 -1.286 -0.023
C 17.32946 17.31809 12.85936 -0.890 -1.456 0.268 -0.034
C 16.46395 20.69611 15.81121 0.317 -0.121 0.919 -0.009
H 14.78018 18.72347 16.69287 0.815 0.327 -0.031 0.065
H 15.92237 19.29693 17.93727 -0.322 -0.135 0.246 0.089
H 15.92382 17.62709 17.39384 0.664 0.217 -0.390 0.080
H 18.37051 19.86847 17.29915 0.395 -0.075 0.538 0.115
H 18.35451 18.08292 16.99768 0.200 0.363 0.130 0.103
H 20.26419 18.79397 15.99084 0.524 0.417 -0.290 0.071
H 19.62422 20.27592 15.18646 -0.279 -0.779 0.370 0.119
H 19.20830 17.30128 14.68152 -0.093 0.518 -0.624 0.101
H 19.80367 18.58599 13.54248 -0.146 -0.494 -0.403 0.114
H 18.06676 20.64260 13.22190 0.364 0.148 0.662 0.061
H 18.16522 19.37783 12.01049 -0.499 0.790 0.338 0.088
H 16.60250 20.01511 12.58942 -0.514 -0.205 -0.174 0.060
H 17.84401 17.40424 11.90236 -0.170 -0.024 -0.095 0.076
H 17.66611 16.35650 13.32439 -0.302 0.734 -0.189 0.073
H 16.20288 17.22757 12.71901 1.471 0.197 -0.224 0.103
H 16.36638 21.17883 16.82175 0.122 -0.119 -1.101 0.109
H 15.52868 20.74882 15.27740 -0.400 0.132 -0.005 0.062
H 17.21588 21.16915 15.20246 0.313 0.518 -0.017 0.069
H 14.91080 17.74741 14.39780 -0.447 -0.578 0.027 0.054
C 22.67058 19.60413 17.68375 -1.288 0.592 -0.364 -0.028
C 22.18709 18.98280 18.99090 1.877 -2.291 -0.370 -0.509
C 20.79482 18.33026 18.97872 0.225 0.319 0.265 -0.114
C 20.66753 17.05033 18.14725 -2.044 0.365 0.319 -0.173
C 21.65181 16.03387 18.59511 0.881 -0.530 -0.441 -0.178
C 23.09616 16.48171 18.72646 -0.107 0.053 0.876 -0.475
N 23.12209 17.83723 19.44329 -0.738 -0.902 -0.796 -0.066
O 24.46538 18.27097 19.37721 0.411 0.361 0.866 -0.055
C 23.71906 15.41478 19.67374 0.762 1.390 0.587 -0.043
C 23.76756 16.36154 17.35448 1.039 2.220 0.133 -0.033
C 22.24822 20.04021 20.03306 -0.467 0.889 1.679 -0.055
H 22.69458 18.87014 16.86861 0.126 0.364 0.082 0.059
H 23.60695 20.16711 17.77655 0.005 -0.595 0.104 0.090
H 21.91141 20.39562 17.47405 0.373 -0.559 -0.394 0.091
H 20.60251 18.12266 20.03506 -0.096 -0.313 -0.040 0.120
H 20.07837 19.10867 18.72525 -0.216 -0.056 -0.350 0.106
H 20.66548 17.30181 17.09646 0.601 -0.117 -0.456 0.075
H 19.63704 16.59000 18.26663 0.935 0.667 0.065 0.123
H 21.70220 15.14566 17.95526 -0.287 0.162 -0.068 0.109
H 21.39940 15.66668 19.56273 -0.734 -0.204 0.867 0.110
H 24.80285 15.55068 19.78416 -0.162 0.183 0.031 0.082
H 23.26513 15.42633 20.68054 0.110 0.151 -0.456 0.090
H 23.61175 14.43652 19.26419 -0.353 -0.770 -0.462 0.068
H 24.07036 15.36350 17.13556 0.694 -0.824 0.284 0.073
H 23.06145 16.53348 16.57761 -0.796 0.639 -0.736 0.040
H 24.61380 17.10995 17.20995 -0.870 -1.177 0.265 0.108
H 21.81123 20.95491 19.62700 0.184 0.147 0.027 0.087
H 23.24327 20.26749 20.45178 -0.237 -0.137 -0.632 0.092
H 21.62317 19.80069 20.90735 0.158 -0.157 -0.188 0.088
H 24.70184 18.28144 20.32154 0.160 0.064 -0.611 0.111
C 20.49914 22.20081 12.42520 -1.688 -0.831 -0.693 -0.068
C 21.85341 22.89757 12.24588 -0.981 1.330 1.942 -0.382
C 21.85520 24.15656 13.19854 -0.017 -0.114 -1.141 -0.210
O 21.76099 23.66578 14.50408 0.149 -0.648 -1.045 -0.227
C 22.11637 24.59013 15.46146 0.128 0.076 1.115 -0.123
N 22.84425 21.95200 12.68951 -0.100 -0.600 -0.618 0.045
H 20.46866 21.67003 13.40020 0.298 0.237 -0.573 0.069
H 20.28101 21.45608 11.62941 0.648 0.076 0.452 0.074
H 19.52588 22.75686 12.40652 1.166 0.486 0.052 0.086
H 22.14224 23.25828 11.26813 -0.506 -0.181 -0.502 0.137
H 20.98353 24.79387 13.02172 -0.070 0.085 -0.356 0.121
H 22.76236 24.80279 13.02398 -0.452 -0.705 0.366 0.130
H 22.98440 25.17528 15.10800 -0.184 -0.054 0.400 0.086
H 22.41170 23.91311 16.30054 -0.307 1.292 -0.004 0.104
H 21.25903 25.28738 15.67614 0.806 -0.542 0.193 0.104
H 22.84874 21.91278 13.69438 0.123 -0.058 0.331 0.080
H 23.74020 22.21566 12.34316 0.833 0.079 0.017 0.087